i:
18
Properties=species:S:1:pos:R:3 method="wB97M-V/def2-TZVPD" lumo_energy_ev="0.4 / -0.4" homo_lumo_gap_ha="0.308 / 0.297"
C -2.738 -0.238 -0.682
C -2.610 0.986 -0.406
C 1.401 -1.201 -0.182
C -0.514 0.406 0.969
C 2.529 -0.367 -0.672
C -1.263 0.520 -0.311
C 0.882 -0.120 0.862
S 1.887 1.161 0.005
H -3.197 -1.195 -1.002
H -4.164 3.126 0.181
H 0.806 -1.440 -1.044
H 1.793 -2.157 0.255
H -0.484 1.411 1.388
H -1.093 -0.094 1.739
H 3.317 -0.697 0.032
H 2.840 -0.233 -1.784
H -0.659 0.417 -1.197
H 1.268 -0.286 1.849

***

ii:
18
Properties=species:S:1:pos:R:3 method="wB97M-V/def2-TZVPD" lumo_energy_ev="-0.4 / 0.5" homo_lumo_gap_ha="0.226 / 0.328"
C 0.207 -1.529 -0.127
C 1.023 -0.283 -0.062
C -1.140 -1.252 -0.103
C -1.265 0.100 -0.116
C 0.001 0.800 0.220
C -2.568 0.766 -0.272
C 2.345 -0.178 0.741
S 3.724 0.339 -0.280
H 0.603 -2.455 -0.185
H 1.227 -0.222 -1.203
H -0.079 0.954 1.228
H -0.046 1.803 -0.390
H -3.225 0.776 0.575
H -3.083 0.360 -1.149
H -2.570 1.852 -0.606
H 2.447 -1.070 1.355
H -1.825 -2.080 -0.192
H 4.224 1.319 0.567

***

We find ii to be the most stable, with the next structure 0.1616 hartree higher.

***

i:
17
Properties=species:S:1:pos:R:3 method="wB97M-V/def2-TZVPD" charge=-1 lumo_energy_ev=3.5 homo_lumo_gap_ha=0.220
C 0.971 2.922 -0.139
C 1.219 -0.873 0.066
C -2.657 -1.977 -0.560
C 1.452 0.535 0.730
C 0.509 1.580 0.036
O 1.079 2.133 -1.160
O 1.139 4.014 0.201
Se -2.572 -0.396 0.519
H 1.737 -1.500 0.831
H 1.820 -0.847 -0.773
H 0.100 -1.146 0.019
H -2.164 -1.851 -1.486
H -2.027 -2.700 -0.199
H -3.785 -2.345 -0.756
H 2.567 0.685 0.732
H 1.104 0.350 1.836
H -0.493 1.418 0.102

***

ii:
17
Properties=species:S:1:pos:R:3 method="wB97M-V/def2-TZVPD" charge=-1 lumo_energy_ev=3.6 homo_lumo_gap_ha=0.227
C -0.693 1.887 -0.611
C -1.572 -1.276 1.264
C 2.923 0.033 -0.768
C -1.531 -0.491 -0.102
C -0.601 0.651 0.077
O -1.191 1.809 0.630
O -0.440 2.630 -1.502
Se 1.729 -1.445 -0.132
H -2.547 -1.869 1.367
H -1.507 -0.436 2.048
H -0.670 -1.871 1.334
H 3.605 -0.265 -1.576
H 2.250 0.793 -1.122
H 3.416 0.513 0.007
H -2.408 0.011 -0.452
H -1.149 -1.134 -0.970
H 0.384 0.459 0.508

***

We find ii to be the most stable, with the next structure 0.0210 hartree higher.